No. 1
17
Properties=species:S:1:pos:R:3 method="wB97M-V/def2-TZVPD" homo_energy_ev="-7.4 / -8.0" homo_lumo_gap_ev="7.386 / 8.987"
C -1.381 0.135 0.484
H -2.355 -2.009 0.293
H -3.189 0.976 -0.388
H -1.845 2.032 -0.206
P -1.105 -1.577 0.094
H 1.707 -0.897 1.446
H 3.210 0.603 0.405
H -0.709 0.693 1.189
H 1.766 1.318 -0.663
H 1.958 -2.223 -0.411
C -2.139 1.060 -0.463
C 2.211 0.857 0.275
H -1.950 0.876 -1.619
O 1.690 -1.308 -0.634
H -1.286 -1.522 -1.367
C 1.592 -0.479 0.529
H 1.824 1.464 1.034

=====

No. 2
22
Properties=species:S:1:pos:R:3 method="wB97M-V/def2-TZVPD" homo_energy_ev=-2.7 charge=-1 homo_lumo_gap_ev=6.568
C 1.979 1.000 0.137
H 2.231 1.241 -0.902
H 2.474 1.664 0.860
H -2.581 -0.264 -2.001
H -0.864 -0.046 -2.557
C 3.879 -0.893 0.063
H 4.038 -0.924 -1.013
H -2.161 -1.057 1.334
H -1.230 1.707 -0.860
O -3.523 0.084 0.391
H 2.223 -0.636 1.506
C 2.446 -0.456 0.451
H -1.176 -1.305 -1.328
C -2.337 -0.026 0.989
H 0.679 0.705 0.148
C -1.524 -0.361 -1.742
C -1.252 0.627 -0.621
N -0.601 0.281 0.452
H 4.553 -0.205 0.575
H -2.334 0.641 1.859
H 4.021 -1.904 0.446
H 1.686 -1.001 -0.118

=====

No. 3
95
Properties=species:S:1:pos:R:3 method="wB97M-V/def2-TZVPD" homo_energy_ev=-5.9 charge=-1 homo_lumo_gap_ev=8.409
H -2.975 -1.496 -4.616
H -3.058 -2.083 -0.091
O 0.840 -1.220 0.519
H -1.674 -1.568 2.794
H 5.762 1.514 -0.529
Cl 0.101 -0.067 0.031
C 1.138 1.449 4.355
H -0.586 -2.377 5.588
C -5.185 -2.513 0.084
H 6.192 0.981 -2.136
C 1.749 0.319 3.459
C 0.036 4.032 -2.348
H -2.249 -1.955 5.315
H -0.090 2.972 -2.129
C 5.558 1.677 -1.587
O -5.364 -3.482 -0.966
H 4.274 -3.272 -2.538
H -5.648 -4.332 -0.623
H 3.491 2.723 2.484
H -1.604 -3.230 3.301
H -0.765 4.325 -3.027
H 2.682 -1.598 -1.468
C -2.966 3.371 -0.036
C -3.757 -2.578 0.582
H 1.693 3.680 -3.733
H 1.325 -0.675 3.605
H -2.266 1.919 -1.460
O 1.011 0.903 -0.447
C 4.068 1.335 -1.797
H 2.973 1.914 1.031
C -1.155 -2.251 3.467
O 0.755 3.041 1.619
H -5.325 -1.808 -3.367
C -4.633 -0.972 -3.268
O -0.194 1.765 3.909
H 3.475 1.962 -1.131
O -0.617 0.564 1.106
C 2.284 -2.495 -1.944
H -0.653 -3.668 0.522
H -1.148 3.963 -0.113
H -5.275 -0.095 -3.179
O 5.795 3.025 -1.891
H 2.173 4.096 -2.101
H 1.067 1.152 5.401
H 2.794 0.209 3.750
H 1.162 -6.785 0.773
H -1.457 -5.004 1.240
C 1.448 4.317 -2.884
H -3.763 3.433 0.705
H -0.156 -2.273 3.031
H 1.807 0.631 2.416
H 4.586 -1.856 -4.040
C -3.659 -0.677 -4.393
O -0.175 4.684 -1.142
H -5.891 -2.686 0.896
H 0.687 -4.588 2.527
C 1.944 3.759 1.222
O 0.840 -6.502 1.632
H 3.883 0.285 -1.573
O -1.678 3.549 0.572
H 3.737 1.573 -2.808
H -3.950 1.828 -1.119
H -5.356 -1.492 -0.258
O -1.028 -0.407 5.017
C -2.984 2.003 -0.645
O -0.801 -0.444 -1.067
O -2.927 0.464 -3.970
H -3.660 -2.071 1.543
H 2.892 -3.722 -3.553
H 0.909 2.228 1.131
H 1.583 -4.616 1.084
C 0.716 -5.079 1.555
H 2.131 4.665 1.799
H 5.771 3.099 -2.848
H 1.387 -2.091 -2.412
H -0.583 0.969 4.280
H -1.015 -0.257 5.965
H -2.283 0.162 -3.326
C 3.179 2.897 1.454
H 0.153 5.579 -1.253
H -2.822 1.169 0.039
C -1.241 -1.804 4.930
H 4.044 3.268 0.904
H 2.074 -3.239 -1.176
H -3.473 -3.627 0.665
H -3.157 4.157 -0.767
H -4.208 -0.435 -5.303
H 1.833 2.283 4.257
H -0.442 -5.307 -0.190
O 3.654 -1.804 -3.818
C -0.532 -4.731 0.731
C 3.339 -2.916 -2.971
H -4.185 -1.069 -2.279
H 2.056 3.951 0.155
H 1.559 5.374 -3.128

=====

No. 4
98
Properties=species:S:1:pos:R:3 method="wB97M-V/def2-TZVPD" homo_energy_ev="0.4 / -5.8" spin_multiplicity=2 charge=-1 homo_lumo_gap_ev="1.746 / 7.923"
C -0.606 -9.649 -1.945
C -2.560 -0.639 4.071
F -4.248 -6.189 0.068
C -0.248 -6.366 -2.315
O -2.348 0.544 4.719
H 2.939 8.572 -4.573
O -1.741 -1.324 3.429
F 1.171 4.728 2.884
C -2.495 -5.600 1.532
F -0.875 -11.970 -1.355
H 2.191 9.486 5.517
C 1.237 6.723 -3.583
H 1.530 -7.412 -2.845
H 4.189 7.252 -4.771
H 3.597 7.614 -6.961
O -0.647 0.006 0.164
H -1.321 -6.523 -2.206
C -0.716 -6.532 2.753
O 2.513 6.581 -4.026
F -4.671 -6.271 2.279
H 1.903 7.893 -6.724
O 1.647 7.806 4.479
F 1.293 4.453 -2.959
C 2.311 8.403 5.533
C -0.417 -10.752 -0.894
C 2.746 7.314 -6.348
C -0.006 -2.390 -0.528
C -1.070 1.134 4.683
H -0.497 -2.482 -1.496
F 1.114 2.499 -1.321
C 0.716 5.952 3.192
F -2.286 3.199 -6.296
O -1.776 -4.831 0.861
C 0.510 0.720 0.141
H 0.003 -8.138 1.520
F -1.122 -10.422 0.190
H 0.160 -8.067 -3.765
F -4.115 -1.258 5.709
H 1.025 -2.187 -0.818
H -0.727 -7.029 3.723
H -0.086 -5.563 -3.034
H -0.511 0.879 3.783
C -0.767 1.846 -5.085
C -0.633 -1.385 0.446
H 0.552 1.715 5.952
F -0.825 2.064 -7.444
C -3.988 -1.169 4.422
H 3.897 6.946 5.693
H 1.673 -0.074 -4.735
H 0.266 -6.046 -1.408
H -0.701 -1.382 -4.797
H 0.167 -6.464 0.842
C 3.139 7.534 -4.841
O 1.634 0.193 0.415
F -4.427 -4.392 1.265
H -1.092 -0.254 -3.482
H -0.005 0.096 6.382
H 1.797 8.150 6.460
F 0.575 3.027 0.766
H 2.353 6.323 -6.574
C 3.751 8.021 5.583
C -0.416 -0.446 -4.315
H 4.305 8.630 6.297
C 1.223 6.541 4.523
H -1.668 -1.723 0.503
F -0.919 2.427 -0.682
F 0.808 -10.834 -0.498
F -0.603 5.860 3.229
C -0.321 1.063 5.991
F 1.106 5.956 -1.318
H -0.894 1.487 6.816
C -1.020 2.719 -6.333
F -4.172 -2.283 3.740
O -0.552 2.355 -4.002
H 0.086 -3.414 -0.167
C 0.476 -7.686 -2.794
H -0.190 -1.582 1.422
H 1.383 -1.432 -3.567
C 0.743 5.606 -2.592
C -4.015 -5.678 1.279
C 1.057 -0.454 -3.920
F -0.583 5.501 -2.644
O -1.612 -9.649 -2.655
O -2.078 -6.564 2.387
F 1.046 6.738 2.179
H -0.489 -5.504 3.035
O 0.520 7.709 -3.787
H 1.262 -6.963 2.144
H -1.347 2.185 4.601
O 0.387 -8.818 -1.920
C 0.338 2.218 -0.242
F -0.161 3.749 -6.366
O -0.764 0.517 -5.312
H 1.320 0.299 -3.178
C 0.266 -7.100 1.722
F -4.917 -0.291 3.985
H 4.170 8.159 4.586
O 1.152 5.792 5.525

=====

No. 5
23
Properties=species:S:1:pos:R:3 method="wB97M-V/def2-TZVPD" homo_energy_ev=-7.1 homo_lumo_gap_ev=6.385
H -0.655 -1.095 1.442
H 2.068 2.078 1.377
C -1.191 1.425 0.130
C 0.441 -1.439 -0.429
H -2.944 1.839 1.324
H -0.416 -1.929 -0.919
C -0.811 0.657 -0.991
H -0.362 1.616 0.870
H -1.281 0.967 -1.927
H 1.227 0.530 -0.438
C 0.308 -1.482 1.092
C -2.620 1.819 0.285
H -3.275 1.154 -0.269
N 1.566 -2.224 -0.915
O 1.509 1.298 1.354
H 1.101 -0.864 1.520
H 0.370 -2.525 1.392
H 2.424 -1.996 -0.423
H 1.368 -3.204 -0.763
H 0.879 -0.174 -2.074
H -1.224 0.117 0.070
H -2.761 2.843 -0.074
C 0.500 -0.021 -1.068

=====

No. 6
6
Properties=species:S:1:pos:R:3 method="wB97M-V/def2-TZVPD" homo_energy_ev=-9.9 smiles=[O-][N+]#CCl.Br homo_lumo_gap_ev=10.064
N -2.917 -0.710 -0.141
O -2.341 -1.754 -0.260
H 0.930 1.985 -1.607
C -3.621 0.174 -0.049
Br 0.905 1.384 -0.223
Cl -4.027 1.741 0.127

=====

No. 7
9
Properties=species:S:1:pos:R:3 method="wB97M-V/def2-TZVPD" homo_energy_ev="-15.6 / -15.0" charge=+1 homo_lumo_gap_ev="7.921 / 8.330"
H 1.039 1.437 0.647
N -1.758 1.335 0.036
H -1.258 -2.044 0.205
C -1.694 -1.151 0.035
N -0.759 0.548 0.091
N -2.777 -0.588 0.078
C -2.820 0.700 -0.185
N 0.511 0.765 0.069
H 1.204 0.515 -0.617

=====

Result set for energy relative to the best compared isomer or geometry (same formula, charge and spin): 536.7; 505.6; 163.1; 0.0; 589.7; 311.8; 372.6 kJ/mol, one per record in the order listed.
Result set for energy: -575.3951; -366.8091; -2311.2102; -4238.4719; -367.4067; -3202.7769; -296.4834 Eh, one per record in the order listed.